A 20-piece molecular cluster, C40H120O20 overall in a non-equilibrium geometry, computed with wB97M-V/def2-TZVPD.

Values from the calculation:
- Total energy: -3100.640810 hartree
- Energy relative to the best compared isomer or geometry (same formula, charge and spin): 0.049 eV
- Orbital gap: 9.782 eV

Last column: Löwdin charge in e.
Cartesian coordinates (Å):
C  0.5167  -2.8111  -3.5002  -0.07
C  -0.6301  -1.9702  -4.0830  -0.29
O  -1.4962  -2.6724  -5.0034  -0.10
H  1.0172  -2.4093  -2.6018  0.05
H  1.1835  -3.0906  -4.3048  0.07
H  0.0925  -3.7480  -3.1111  0.08
H  -0.2305  -1.0818  -4.5610  0.09
H  -1.2830  -1.6804  -3.2835  0.08
H  -1.0176  -3.4353  -5.3542  0.08
C  -4.4956  -4.4786  2.8625  -0.08
C  -4.4147  -3.1794  3.6551  -0.32
O  -4.6000  -2.0670  2.7840  -0.11
H  -3.8005  -4.4438  2.0442  0.04
H  -5.4661  -4.5111  2.3907  0.07
H  -4.3027  -5.3811  3.4656  0.08
H  -3.4257  -3.0229  4.1724  0.11
H  -5.1987  -3.1919  4.4309  0.11
H  -5.5427  -1.9094  2.6077  0.09
C  7.1272  0.5994  5.6562  -0.10
C  6.4880  0.4922  4.2737  -0.32
O  6.6310  -0.8887  3.9135  -0.09
H  6.5372  -0.0192  6.3582  0.07
H  7.1445  1.6104  6.1368  0.08
H  8.1675  0.2071  5.6192  0.08
H  6.8946  1.1961  3.6004  0.08
H  5.4048  0.6960  4.4233  0.09
H  6.1195  -1.0665  3.1226  0.03
C  1.0640  4.3679  2.9258  -0.05
C  -0.2978  3.7030  2.8020  -0.27
O  -0.4054  2.7819  1.7080  -0.14
H  1.8398  3.6278  2.8941  0.04
H  1.1855  5.0288  3.7909  0.08
H  1.1566  4.9969  2.0259  0.08
H  -1.0698  4.4403  2.6666  0.08
H  -0.6425  3.1958  3.7100  0.10
H  -0.1264  3.3057  0.9032  0.06
C  -3.9690  -0.4728  -5.9736  -0.07
C  -4.6024  -1.8274  -6.2702  -0.29
O  -5.3654  -2.3993  -5.2148  -0.07
H  -4.7414  0.2040  -5.5581  0.08
H  -3.5983  -0.1141  -6.9404  0.08
H  -3.1413  -0.5910  -5.2318  0.06
H  -3.7822  -2.4643  -6.5483  0.09
H  -5.2261  -1.7608  -7.1676  0.12
H  -6.2453  -2.6020  -5.5307  0.11
C  3.3829  -5.2600  4.2442  -0.10
C  3.2089  -3.8024  4.5327  -0.32
O  2.0001  -3.4434  3.8695  -0.11
H  4.1578  -5.7456  4.8547  0.08
H  3.5817  -5.4067  3.1823  0.07
H  2.4565  -5.7670  4.5390  0.08
H  4.1002  -3.2415  4.1620  0.11
H  3.1755  -3.6026  5.6319  0.12
H  1.6178  -2.5932  4.1647  0.04
C  -3.4757  -3.4521  -1.1060  -0.07
C  -3.8578  -3.3772  -2.5819  -0.29
O  -4.6511  -2.1970  -2.7428  -0.12
H  -3.1694  -2.4305  -0.8732  0.06
H  -2.6239  -4.1062  -0.8507  0.07
H  -4.3679  -3.6843  -0.5053  0.08
H  -4.4818  -4.2623  -2.8566  0.12
H  -2.9215  -3.4246  -3.1662  0.09
H  -5.0048  -2.1568  -3.6592  0.03
C  -3.1972  6.6421  -0.2901  -0.08
C  -2.8437  5.5223  0.6799  -0.31
O  -2.4576  6.1012  1.9203  -0.10
H  -3.4689  6.1593  -1.2600  0.08
H  -2.2899  7.2354  -0.4333  0.07
H  -4.0004  7.2752  0.0569  0.07
H  -2.0275  4.8747  0.3113  0.10
H  -3.7177  4.9062  0.9106  0.11
H  -1.5552  6.4634  1.8713  0.09
C  -0.9193  -3.1798  2.0161  -0.06
C  -0.2659  -4.0803  0.9994  -0.25
O  1.1588  -3.9336  1.1526  -0.12
H  -0.7624  -3.5607  3.0285  0.09
H  -1.9866  -3.0804  1.8635  0.06
H  -0.5636  -2.1811  2.0203  0.04
H  -0.4829  -3.7214  0.0303  0.08
H  -0.5795  -5.1010  1.1843  0.12
H  1.2959  -3.9762  2.1064  0.05
C  2.6060  2.7366  -0.0381  -0.05
C  1.5139  2.9758  -1.0816  -0.26
O  0.5534  3.9141  -0.5560  -0.12
H  2.1685  2.3539  0.8904  0.06
H  3.0509  3.7068  0.1555  0.08
H  3.4287  2.0751  -0.2639  0.05
H  1.0484  2.0063  -1.3833  0.10
H  1.9569  3.4583  -1.9607  0.10
H  -0.1898  4.0801  -1.2019  0.08
C  3.3690  -3.3053  -1.4118  -0.07
C  4.2660  -3.6386  -0.2172  -0.25
O  3.7340  -2.9774  0.9459  -0.12
H  3.3786  -2.2140  -1.5141  0.06
H  2.3281  -3.5888  -1.1754  0.06
H  3.7382  -3.7791  -2.3257  0.08
H  5.2816  -3.2957  -0.2780  0.10
H  4.2929  -4.7181  -0.0562  0.11
H  2.7539  -3.0775  0.9386  0.06
C  -7.4051  0.4116  -2.8957  -0.08
C  -8.3470  0.8967  -1.7605  -0.33
O  -8.4776  2.2923  -1.8290  -0.08
H  -6.4210  0.9609  -2.8266  0.08
H  -7.8275  0.7637  -3.8459  0.07
H  -7.1429  -0.6488  -2.9656  0.06
H  -7.9807  0.5355  -0.7993  0.09
H  -9.3350  0.4505  -1.8195  0.11
H  -7.5876  2.6912  -1.8224  0.09
C  1.9138  0.8294  -3.9068  -0.07
C  3.1917  -0.0261  -3.7664  -0.26
O  3.9732  0.4707  -2.6525  -0.12
H  2.0894  1.9032  -3.8835  0.06
H  1.2188  0.5626  -3.0767  0.06
H  1.4604  0.6563  -4.8784  0.07
H  3.8711  -0.0743  -4.6260  0.12
H  2.8770  -1.0642  -3.5848  0.08
H  4.7681  -0.0836  -2.6917  0.09
C  6.6138  3.5846  -3.4666  -0.08
C  5.2840  4.2291  -3.0143  -0.28
O  4.2144  3.2858  -3.1936  -0.10
H  6.9969  2.8444  -2.7807  0.05
H  7.4174  4.3005  -3.6542  0.08
H  6.4829  2.9922  -4.3417  0.06
H  5.1427  5.1087  -3.6024  0.09
H  5.3378  4.5471  -1.9569  0.11
H  4.6166  2.4359  -2.9761  0.04
C  -2.2814  -0.2853  4.5642  -0.05
C  -1.9242  0.8136  3.5498  -0.28
O  -0.6154  0.6274  3.0593  -0.13
H  -3.1787  -0.0093  5.0981  0.07
H  -1.4050  -0.3878  5.2351  0.08
H  -2.4504  -1.2561  4.0533  0.05
H  -1.9792  1.7646  4.0443  0.09
H  -2.6445  0.8988  2.7267  0.10
H  -0.3986  1.4179  2.5058  0.03
C  -1.7319  1.7800  -3.5651  -0.06
C  -2.2375  2.7089  -2.5098  -0.31
O  -1.5139  3.9106  -2.5173  -0.08
H  -1.9210  2.1344  -4.5581  0.08
H  -2.1535  0.7998  -3.4436  0.05
H  -0.6513  1.6948  -3.4261  0.06
H  -2.0243  2.2516  -1.5222  0.10
H  -3.3153  2.8635  -2.5047  0.11
H  -1.4146  4.2301  -3.4120  0.10
C  -4.0242  1.5717  0.3734  -0.08
C  -4.3379  0.1824  -0.2047  -0.27
O  -3.6784  0.1089  -1.4739  -0.13
H  -4.4903  1.6908  1.3639  0.08
H  -4.2905  2.4062  -0.3022  0.07
H  -2.9395  1.6320  0.5637  0.06
H  -5.4166  0.0235  -0.4389  0.11
H  -4.0512  -0.6088  0.4886  0.09
H  -4.0360  -0.6550  -1.9628  0.04
C  2.3551  1.0941  4.3459  -0.07
C  2.3661  -0.4147  4.5870  -0.30
O  1.0704  -0.9553  4.3931  -0.13
H  1.6352  1.5672  5.0494  0.09
H  2.1187  1.4447  3.3197  0.06
H  3.3466  1.5529  4.5804  0.07
H  2.6542  -0.7187  5.6011  0.12
H  3.1029  -0.8380  3.9158  0.09
H  0.5650  -0.2567  3.8689  0.06
C  6.1247  0.9980  0.4461  -0.07
C  5.2254  -0.2275  0.2905  -0.30
O  4.9148  -0.7356  1.5896  -0.12
H  7.1612  0.7904  0.7065  0.08
H  5.6871  1.6606  1.2029  0.08
H  6.1465  1.5782  -0.4777  0.05
H  5.7923  -1.0171  -0.2012  0.10
H  4.3244  0.0014  -0.2752  0.07
H  4.4897  -1.6112  1.4310  0.03
C  1.1281  -0.7365  0.1363  -0.04
C  -0.2462  -0.1164  0.1075  -0.29
O  -0.7681  -0.2845  -1.2016  -0.08
H  1.5450  -0.7721  1.1504  0.09
H  1.8202  -0.1311  -0.4741  0.07
H  1.1648  -1.7057  -0.3217  0.04
H  -0.2038  0.9453  0.3780  0.09
H  -0.9074  -0.6438  0.7728  0.09
H  -1.6492  0.0797  -1.2671  0.02



One molecule with the formula C6H9NO2S in a non-equilibrium geometry, computed with wB97M-V/def2-TZVPD.

Values from the calculation:
- Total energy: -837.362348 hartree
- Energy relative to the best compared isomer or geometry (same formula, charge and spin): 2.621 eV
- Orbital gap: 8.637 eV

Last column: natural (NBO) charge in e.
Cartesian coordinates (Å):
C  -2.1308  -0.4363  -1.7552  -0.01
C  -2.2278  0.8866  -1.9043  -0.46
C  -0.9224  0.0449  0.0286  0.11
C  2.4265  0.0294  0.3049  -0.61
C  1.2791  -0.8717  0.7420  -0.42
C  0.0499  -0.0514  1.2151  0.03
N  -1.3906  -0.8967  -0.6705  -0.43
O  -0.3451  2.5432  -0.8699  -0.95
O  -0.3789  -0.5051  2.5084  -0.69
S  -1.5017  1.7307  -0.4840  1.23
H  -2.5371  -1.1887  -2.4120  0.22
H  -2.7600  1.4240  -2.6637  0.24
H  2.7690  0.6303  1.1442  0.21
H  3.2611  -0.5691  -0.0519  0.21
H  2.1130  0.6987  -0.4921  0.22
H  1.6096  -1.4866  1.5830  0.21
H  0.9905  -1.5412  -0.0704  0.21
H  0.3655  0.9804  1.4173  0.20
H  -0.6696  -1.4214  2.4304  0.47



One molecule with the formula C6H12OS in a non-equilibrium geometry, computed with wB97M-V/def2-TZVPD.

Values from the calculation:
- Total energy: -709.199555 hartree
- Energy relative to the best compared isomer or geometry (same formula, charge and spin): 1.083 eV
- Orbital gap: 9.481 eV

Last column: natural (NBO) charge in e.
Cartesian coordinates (Å):
C  1.6408  1.5397  -0.8071  -0.66
C  0.1403  1.3620  -0.4919  -0.17
C  -0.4958  0.3252  -0.0145  -0.05
C  -1.9963  0.3198  0.2251  -0.09
O  -2.5813  -0.7484  -0.5086  -0.73
C  0.0774  -1.0612  0.4032  -0.33
C  1.1706  -1.0025  1.5244  -0.61
S  0.7193  -1.9318  -1.1082  -0.06
H  2.2024  1.9324  0.0138  0.22
H  2.1293  0.5873  -1.0232  0.23
H  1.7576  2.2602  -1.6762  0.22
H  -0.5092  2.1889  -0.7902  0.19
H  -2.4943  1.2563  -0.0660  0.17
H  -2.1434  0.1433  1.3026  0.18
H  -2.5135  -0.5915  -1.4487  0.47
H  -0.7496  -1.7213  0.6993  0.23
H  0.6413  -0.6141  2.4147  0.21
H  1.5356  -2.0015  1.7302  0.22
H  1.9695  -0.3405  1.2946  0.21
H  -0.5006  -1.9024  -1.6733  0.12